A 2-piece molecular cluster, C8H16N2O2 overall. Source: OMol25; level of theory: the ωB97M-V functional and the def2-TZVPD basis.

Each line ends with the Mulliken charge.
CARTESIAN COORDINATES (ANGSTROEM)
C (1.8548, 2.3950, 0.3363)  -1.2766
C (1.0241, 1.1959, 0.7821)  -0.4353
C (1.1742, 0.0211, -0.1607)  0.1686
C (2.4853, -0.7774, -0.1126)  -0.6924
C (1.5705, -1.9646, 0.1987)  -0.4927
O (0.4114, -1.1230, 0.2620)  -0.2879
H (2.9209, 2.1425, 0.2867)  0.3006
H (1.7518, 3.2430, 1.0255)  0.3884
H (1.5538, 2.7426, -0.6592)  0.3391
H (-0.0406, 1.4623, 0.8305)  0.2121
H (1.3166, 0.8651, 1.7863)  0.3032
H (0.8854, 0.3064, -1.1817)  0.2923
H (3.0656, -0.8494, -1.0434)  0.2507
H (3.1484, -0.4799, 0.7061)  0.3115
H (1.7157, -2.4858, 1.1397)  0.2633
H (1.4848, -2.6992, -0.6104)  0.2493
N (-2.6349, 1.4508, -1.0476)  -0.8879
N (-2.3621, 0.2463, -0.4346)  0.4766
C (-1.7830, -1.0085, -0.9120)  -0.2630
C (-1.9691, -1.5425, 0.5276)  -0.3024
C (-2.5575, -0.1560, 0.8607)  0.4434
O (-3.0124, 0.3809, 1.8423)  -0.6551
H (-3.3020, 1.3227, -1.8038)  0.2360
H (-1.7857, 1.8738, -1.4066)  0.2213
H (-2.3837, -1.4983, -1.6688)  0.3732
H (-0.7645, -0.9127, -1.2572)  -0.0263
H (-1.0795, -1.7871, 1.0838)  0.0932
H (-2.6881, -2.3642, 0.6304)  0.3966

Forces on the atoms, in the same order (eV/Å):
C 0.13 0.15 0.01
C -0.16 0.01 -0.03
C 0.30 0.42 0.06
C 0.39 -0.02 -0.15
C 0.15 -0.31 -0.10
O 2.27 0.55 0.30
H -0.14 0.02 0.00
H -0.02 -0.25 -0.14
H 0.02 -0.06 0.13
H 0.15 -0.03 0.05
H -0.04 0.07 -0.11
H -0.01 0.07 -0.02
H -0.23 0.07 0.33
H -0.13 -0.07 -0.12
H 0.18 -0.10 0.13
H 0.01 0.04 0.05
N -0.10 0.08 -0.17
N 0.03 0.19 0.15
C -0.54 -0.12 -0.16
C -1.28 -0.54 0.17
C -0.20 -0.13 0.58
O 0.27 -0.16 -0.56
H 0.11 0.05 0.10
H -0.04 -0.03 -0.01
H -0.34 -0.15 -0.19
H -0.22 -0.07 -0.22
H -0.41 0.00 0.04
H -0.11 0.32 -0.13

The value obtained for the HOMO energy is -0.3354 Eh. The energy relative to the best compared isomer or geometry (same formula, charge and spin) is 17.0 kcal/mol. The strongest force on any atom is 0.0458 hartree/bohr. The total energy is -574.3106 Eh.